1.
ORCA calculation (ωB97M-V/def2-TZVPD) on a cluster of 2 separate species, N4S in total.

Element x y z (Å)
N: -0.73558 0.95291 -0.89092
N: -1.43238 0.31798 -0.29077
S: -2.46778 -0.37039 0.50703
N: 1.77921 -0.35291 0.29796
N: 2.85654 -0.54760 0.37669

Structure (SMILES): N#[N+][S-].N#N
ΔE to the lowest compared entry with this formula, charge and spin in kcal per mole: 3.8
E_LUMO in eV: 0.633
Kohn-Sham gap in Ha: 0.3914
Energy in eV: -16795.360
F_max in eV/Å: 5.46
E_HOMO in eV: -10.0182


2.
ORCA calculation (ωB97M-V/def2-TZVPD) on a structure of composition C24H31BrIN6O6Se2Ti.

Element x y z (Å)
Ti: -0.64746 -0.16382 -0.54745
Br: 4.31568 -2.62611 0.47888
C: 4.07490 -0.73751 0.65072
C: 5.09079 -0.04852 1.28754
C: 4.94992 1.32835 1.36705
C: 3.82389 1.90676 0.82134
C: 2.84696 1.10793 0.23306
N: 2.97847 -0.22304 0.13973
C: 1.64483 1.82817 -0.33876
O: 1.78468 3.02734 -0.54757
O: 0.53677 1.20123 -0.50123
H: 5.95137 -0.56399 1.68465
H: 5.71244 1.93060 1.84410
H: 3.65561 2.97360 0.83478
O: -3.44476 -1.11100 2.16810
C: -4.63630 -0.42710 1.87957
C: -4.84849 -0.07697 0.39469
C: -6.34046 0.29488 0.28880
O: -6.75054 0.69531 -1.00790
C: -4.03956 1.15941 -0.03190
Se: -2.21586 1.39960 0.73111
C: -4.61489 -1.28774 -0.51829
Se: -2.83323 -1.45234 -1.44518
H: -2.72684 -0.45200 2.06309
H: -4.68955 0.50468 2.45772
H: -5.44733 -1.08539 2.20900
H: -6.54684 1.09270 1.01720
H: -6.95743 -0.56996 0.54688
H: -6.12690 1.35777 -1.32522
H: -4.56993 2.06569 0.27530
H: -3.90587 1.18720 -1.11548
H: -5.30957 -1.24289 -1.35358
H: -4.77824 -2.21848 0.02605
C: 0.32473 0.47465 6.56358
C: 0.36915 0.31541 5.06939
C: 0.52594 -0.92738 4.47007
C: 0.55535 -1.01803 3.08542
N: 0.44929 0.03521 2.28321
C: 0.33206 1.23199 2.85622
C: 0.28183 1.41867 4.22751
H: 0.13177 -0.47784 7.05549
H: -0.44963 1.18458 6.85515
H: 1.28039 0.85940 6.92742
H: 0.60953 -1.82800 5.06636
H: 0.66088 -1.98307 2.60176
H: 0.27335 2.08275 2.18460
H: 0.16186 2.41653 4.63288
N: -1.45204 -3.26497 1.36943
C: -0.46401 -2.99764 0.42482
O: -0.31349 -1.69398 0.14337
C: 0.29874 -3.96825 -0.09308
I: -2.02656 -3.71933 -3.09651
H: -2.17766 -2.55750 1.42539
H: -1.84508 -4.18563 1.25873
H: 0.10096 -5.00304 0.14708
H: 1.06167 -3.75845 -0.81912
C: -2.22634 1.04697 -4.95920
N: -1.13493 0.26162 -4.41167
C: -0.43034 -0.62564 -5.16111
C: 0.53687 -1.39174 -4.60663
C: 0.75172 -1.29468 -3.21180
N: -0.00741 -0.48505 -2.47789
C: -0.92629 0.31701 -3.04868
O: -1.59064 1.05807 -2.32241
N: 1.73514 -1.94284 -2.56815
H: -2.12141 1.10966 -6.04040
H: -2.20007 2.04344 -4.52608
H: -3.18298 0.58575 -4.71030
H: -0.69624 -0.68411 -6.20575
H: 1.08936 -2.09902 -5.20542
H: 2.04280 -2.82713 -2.93451
H: 1.72697 -1.83127 -1.55898

ΔE to the lowest compared entry with this formula, charge and spin in kcal per mole: 47.2
E_LUMO (alpha / beta) in eV: 2.311 / 2.023
Kohn-Sham gap (alpha / beta) in Ha: 0.2164 / 0.2272
Energy in eV: -278573.616
F_max in eV/Å: 4.39
E_HOMO (alpha / beta) in eV: -3.5770 / -4.1601
2S+1: 3
Charge: -1
<S²>: 2.010


3.
ORCA calculation (ωB97M-V/def2-TZVPD) on the molecule C7H10.

Element x y z (Å)
C: 1.32853 -0.03393 1.12150
C: 1.18713 1.01428 0.30561
C: -0.07354 0.97534 -0.52711
C: -1.39774 0.86294 0.29836
C: -1.49448 -0.64485 -0.04595
C: -0.17936 -0.55081 -0.83821
C: 1.02916 -1.06944 -0.02936
H: 2.21547 -0.14506 1.75005
H: 2.07263 1.53665 -0.02467
H: -0.06685 1.73259 -1.31359
H: -2.22841 1.45414 -0.10030
H: -1.27967 1.07616 1.36543
H: -1.41922 -1.32950 0.80596
H: -2.37442 -0.92224 -0.63471
H: -0.22631 -0.86365 -1.89233
H: 0.91980 -1.99408 0.48633
H: 1.90626 -1.12380 -0.71348

Structure (SMILES): C1=C[C@@H]2CC[C@@H]2C1
ΔE to the lowest compared entry with this formula, charge and spin in kcal per mole: 82.3
E_LUMO in eV: 0.686
Kohn-Sham gap in Ha: 0.3258
Energy in eV: -7417.466
F_max in eV/Å: 2.25
E_HOMO in eV: -8.1793


4.
ORCA calculation (ωB97M-V/def2-TZVPD) on a structure of composition C44H35AlN6P2Se2.

Element x y z (Å)
Al: 1.40675 -0.82643 -0.26344
C: 4.27179 -3.48902 -0.56739
C: 4.67797 -2.31338 -1.19481
C: 4.33061 -1.08675 -0.65784
C: 3.56105 -1.03701 0.51713
C: 3.14973 -2.23039 1.14882
C: 3.50621 -3.45170 0.59056
H: 4.57110 -4.43950 -0.98015
H: 5.29182 -2.36209 -2.08343
H: 4.68188 -0.16941 -1.10833
H: 3.45269 -0.08855 1.04506
H: 2.61794 -2.17044 2.09239
H: 3.21968 -4.37055 1.08365
Se: 1.44209 3.49097 4.64325
P: -0.36954 2.69059 3.96501
C: -1.43634 3.93805 3.17934
C: -0.84796 5.11388 2.70716
C: -1.63099 6.17820 2.29322
C: -3.01265 6.08838 2.35763
C: -3.60779 4.92666 2.82395
C: -2.82831 3.85763 3.23563
C: -1.36883 1.80300 5.16625
C: -2.35618 0.89926 4.77460
C: -3.12853 0.26669 5.72791
C: -2.91631 0.52824 7.07713
C: -1.92717 1.41298 7.47032
C: -1.14623 2.04879 6.51593
C: 0.03188 1.32427 2.80650
C: 0.19905 1.14132 1.45184
N: 0.76926 -0.09546 1.31542
N: 0.92530 -0.61978 2.53899
N: 0.49294 0.19176 3.42166
P: -0.13221 2.10987 -0.01355
Se: 0.37583 0.73132 -1.68251
C: 0.93751 3.52953 -0.04695
C: 0.85858 4.43298 -1.11266
C: 1.71872 5.51319 -1.15415
C: 2.66640 5.68683 -0.15103
C: 2.76289 4.78049 0.89061
C: 1.90408 3.69314 0.94650
C: -1.85878 2.48875 -0.16106
C: -2.76656 1.42902 -0.07088
C: -4.11719 1.67487 -0.20230
C: -4.56393 2.96976 -0.43904
C: -3.66510 4.01953 -0.52075
C: -2.30547 3.78760 -0.37291
H: 0.22638 5.22410 2.74856
H: -1.15814 7.09097 1.96255
H: -3.62445 6.93085 2.07047
H: -4.68224 4.85881 2.89960
H: -3.31532 2.98322 3.64146
H: -2.52159 0.67910 3.72473
H: -3.89201 -0.43457 5.42854
H: -3.52139 0.03276 7.82074
H: -1.75347 1.60489 8.51733
H: -0.35934 2.72988 6.81252
H: 0.13947 4.29525 -1.90993
H: 1.65570 6.21661 -1.96971
H: 3.33406 6.53483 -0.18757
H: 3.48968 4.92298 1.67545
H: 1.96670 3.02340 1.79137
H: -2.41785 0.41578 0.10200
H: -4.82319 0.86239 -0.13240
H: -5.62093 3.15832 -0.55441
H: -4.01543 5.02516 -0.68638
H: -1.61696 4.61615 -0.40240
N: 0.03703 -6.53289 -4.22493
C: 0.09290 -7.16574 -5.45050
C: -0.37487 -8.40713 -5.88254
C: -0.14186 -8.71207 -7.20265
C: 0.53250 -7.82867 -8.07656
C: 0.98977 -6.60963 -7.64753
C: 0.76170 -6.27800 -6.30412
N: 1.11421 -5.13974 -5.61595
C: 0.67018 -5.33139 -4.39455
C: 0.84649 -4.32645 -3.35811
C: 1.59550 -3.18172 -3.66873
C: 1.77554 -2.21534 -2.71469
N: 1.27366 -2.33007 -1.46099
C: 0.54295 -3.42331 -1.16122
C: 0.30567 -4.42545 -2.07177
H: -0.35672 -6.91447 -3.38041
H: -0.89350 -9.08937 -5.22803
H: -0.48781 -9.65877 -7.59052
H: 0.68530 -8.12898 -9.10263
H: 1.50786 -5.92831 -8.30209
H: 2.01443 -3.06687 -4.65553
H: 2.33361 -1.31330 -2.94258
H: 0.14969 -3.49779 -0.15316
H: -0.30160 -5.26253 -1.76606

ΔE to the lowest compared entry with this formula, charge and spin in kcal per mole: 1.5
E_LUMO in eV: -6.046
Kohn-Sham gap in Ha: 0.2225
Energy in eV: -210994.767
F_max in eV/Å: 0.68
E_HOMO in eV: -12.0995
Charge: +2


5.
ORCA calculation (ωB97M-V/def2-TZVPD) on the molecule C3H6N2O3.

Element x y z (Å)
N: 2.48071 -0.86431 0.01407
N: 1.12528 -0.36020 -0.25934
C: 0.98557 0.81010 0.29034
O: -0.13319 1.53777 0.22319
C: -1.10695 0.97484 -0.61677
C: -1.85148 -0.17156 -0.04432
O: -2.41315 -1.02328 -0.68888
O: -1.84666 -0.34320 1.28982
H: 2.92976 -1.21819 -0.80025
H: 2.45028 -1.56836 0.74539
H: 1.78321 1.19739 0.88653
H: -1.77282 1.84443 -0.83942
H: -0.58624 0.50078 -1.52392
H: -2.04430 -1.31620 1.32356

Structure (SMILES): N/N=C/OCC(=O)O
ΔE to the lowest compared entry with this formula, charge and spin in kcal per mole: 66.6
E_LUMO in eV: 0.816
Kohn-Sham gap in Ha: 0.3662
Energy in eV: -12329.341
F_max in eV/Å: 2.55
E_HOMO in eV: -9.1480


6.
ORCA calculation (ωB97M-V/def2-TZVPD) on a structure of composition C17H33ClHfN4O10.

Element x y z (Å)
C: -3.45113 -2.61207 0.67912
C: -2.48115 -1.56146 1.21159
C: -2.21086 -1.75914 2.69357
N: -1.13994 -0.81644 3.19399
C: 0.19306 -1.01880 2.54098
C: -1.52834 0.62920 3.18106
C: -0.75756 1.32010 4.31582
C: -0.55714 0.18418 5.35558
C: -1.00280 -1.11357 4.70006
H: -4.38171 -2.65304 1.24386
H: -2.95801 -3.58291 0.74777
H: -3.71199 -2.44814 -0.36413
H: -2.82747 -0.53705 1.04576
H: -1.54816 -1.61269 0.63988
H: -2.02613 -2.79671 2.97309
H: -3.10302 -1.47955 3.25730
H: 0.92514 -0.65392 3.26083
H: 0.24212 -0.43500 1.62581
H: 0.34445 -2.07360 2.33128
H: -1.36019 1.03647 2.18412
H: -2.60502 0.67539 3.34692
H: 0.16475 1.73046 3.90338
H: -1.42653 2.09496 4.68050
H: 0.49102 0.18790 5.64303
H: -1.22198 0.40431 6.18475
H: -0.36514 -1.99540 4.72181
H: -1.97213 -1.41609 5.08840
Hf: 3.52997 -2.53459 -3.18649
Cl: 0.83648 0.10251 -2.29934
O: -0.20264 -0.06585 -3.24515
O: 0.48011 -0.29208 -0.96594
O: 1.94933 -0.82202 -2.70739
O: 1.33597 1.43550 -2.28345
C: -3.47597 -0.15591 -3.39036
N: -4.38912 -0.68664 -4.44286
O: -5.08617 0.09838 -5.03991
O: -4.37810 -1.87680 -4.68378
H: -2.99348 -1.03980 -2.96991
H: -4.01186 0.46660 -2.68783
H: -2.68566 0.27585 -4.00478
C: -0.51254 -2.56514 -6.60572
N: 0.93308 -2.76804 -6.29091
O: 1.60640 -3.35675 -7.06993
O: 1.34976 -2.42888 -5.15363
H: -1.02599 -2.42774 -5.65968
H: -0.84300 -3.45416 -7.13026
H: -0.62072 -1.65070 -7.18484
C: 5.01081 1.85218 -3.04809
N: 4.59966 0.71339 -2.17906
O: 4.44043 0.96507 -1.02754
O: 4.53784 -0.41656 -2.69574
H: 4.74780 2.80117 -2.59883
H: 4.65104 1.72642 -4.06360
H: 6.10465 1.80678 -3.04523
C: 1.36193 2.85676 0.91451
C: 1.32309 4.14870 1.58090
C: 1.92380 4.25185 2.88047
C: 2.67393 3.21591 3.34493
C: 2.80399 1.97924 2.61907
C: 2.10060 1.81717 1.38328
H: 0.89768 2.80750 -0.06594
H: 0.76554 4.96791 1.13931
H: 1.91365 5.20582 3.39375
H: 3.15102 3.29387 4.31582
H: 3.41033 1.14973 2.96689
H: 2.06220 0.90597 0.80115

ΔE to the lowest compared entry with this formula, charge and spin in kcal per mole: 7.6
E_LUMO in eV: -17.474
Kohn-Sham gap in Ha: 0.0543
Energy in eV: -58362.206
F_max in eV/Å: 5.35
E_HOMO in eV: -18.9506
Charge: +4


7.
ORCA calculation (ωB97M-V/def2-TZVPD) on a cluster of 2 separate species, C3H9N2 in total.

Element x y z (Å)
C: 2.14188 0.62732 -0.05027
C: -3.35941 0.04028 0.06106
C: 1.60426 -0.79423 0.04947
N: -0.66641 -0.13753 -0.11196
N: 0.21494 -0.94064 -0.04577
H: 1.74332 1.25820 0.74547
H: 3.22649 0.59947 0.04602
H: 1.90237 1.06751 -1.01791
H: -3.48544 -0.68445 0.84872
H: -3.51601 -0.26455 -0.95955
H: -3.21147 1.07923 0.28879
H: 1.86569 -1.26815 1.00790
H: 2.03339 -1.45943 -0.71047
H: -0.49359 0.87697 -0.15147

ΔE to the lowest compared entry with this formula, charge and spin in kcal per mole: 131.2
E_LUMO (alpha / beta) in eV: -7.543 / -5.928
Kohn-Sham gap (alpha / beta) in Ha: 0.2213 / 0.3224
Energy in eV: -6225.357
F_max in eV/Å: 3.08
E_HOMO (alpha / beta) in eV: -13.5636 / -14.7013
Charge: +1